1.
ORCA calculation (ωB97M-V/def2-TZVPD) on C26H34F3MgN8S as an isolated structure.

Last column: Löwdin charge in e.
Geometry (Å):
Mg: 0.373 -1.222 1.136  0.4899
C: -1.310 -2.033 3.910  -0.1552
C: -0.663 -0.662 4.120  -0.1813
N: -0.405 0.011 2.828  -0.1100
C: -1.549 0.807 2.343  -0.1761
C: -1.309 1.110 0.871  -0.1936
N: -1.237 -0.173 0.145  -0.1004
C: -2.573 -0.676 -0.250  -0.1809
C: -2.713 -2.192 -0.171  -0.1593
C: -1.639 -2.942 -0.953  -0.1892
N: -0.391 -3.025 -0.170  -0.1266
C: -0.317 -4.234 0.668  -0.1861
C: 0.828 -4.087 1.658  -0.1833
N: 0.594 -2.891 2.500  -0.0981
C: -0.307 -3.153 3.650  -0.1794
H: -2.014 -1.970 3.072  0.1013
H: -1.886 -2.301 4.797  0.1241
H: 0.289 -0.789 4.639  0.1189
H: -1.299 -0.037 4.751  0.1240
H: 0.373 0.652 2.949  0.0974
H: -1.679 1.728 2.917  0.1328
H: -2.457 0.211 2.459  0.1193
H: -0.346 1.612 0.754  0.1156
H: -2.084 1.769 0.472  0.1292
H: -0.687 -0.003 -0.699  0.0650
H: -2.799 -0.340 -1.265  0.1303
H: -3.319 -0.228 0.409  0.1183
H: -3.703 -2.457 -0.548  0.1231
H: -2.670 -2.512 0.876  0.1000
H: -1.431 -2.414 -1.887  0.1257
H: -1.991 -3.942 -1.224  0.1225
H: 0.395 -3.058 -0.811  0.0631
H: -0.172 -5.139 0.071  0.1334
H: -1.266 -4.341 1.201  0.1188
H: 1.755 -3.933 1.106  0.1112
H: 0.931 -4.993 2.261  0.1298
H: 1.493 -2.592 2.866  0.1098
H: 0.289 -3.321 4.550  0.1308
H: -0.857 -4.075 3.458  0.1197
F: 5.282 -2.434 -0.367  0.1330
C: 5.460 -1.133 -0.098  -0.6165
F: 5.224 -0.452 -1.223  0.1420
F: 6.763 -0.970 0.196  0.1349
C: 4.588 -0.676 1.045  -0.1075
C: 5.173 -0.185 2.189  0.0176
C: 4.376 0.210 3.261  -0.0441
C: 3.018 0.074 3.125  -0.1387
N: 2.420 -0.406 2.025  -0.0364
C: 3.177 -0.777 0.965  -0.6613
S: 2.309 -1.363 -0.399  0.7098
H: 6.250 -0.114 2.252  0.1301
H: 4.806 0.605 4.170  0.1109
H: 2.362 0.365 3.942  0.1043
N: -3.927 7.618 -6.259  0.1721
C: -3.284 6.798 -5.777  -0.1728
C: -2.492 5.766 -5.159  -0.2231
C: -1.933 4.752 -5.929  -0.0064
C: -1.202 3.744 -5.326  0.0013
C: -1.036 3.735 -3.947  -0.1719
C: -1.571 4.762 -3.178  -0.0034
C: -2.290 5.776 -3.782  -0.0106
N: -0.342 2.660 -3.323  -0.0110
C: -0.147 1.398 -3.845  -0.0412
C: 0.449 0.672 -2.863  -0.1511
N: 0.626 1.448 -1.734  0.0501
C: 0.139 2.621 -2.045  -0.1495
H: -2.070 4.754 -7.001  0.1287
H: -0.751 2.977 -5.939  0.1126
H: -1.445 4.772 -2.105  0.1063
H: -2.711 6.573 -3.185  0.1270
H: -0.442 1.124 -4.842  0.1168
H: 0.809 -0.344 -2.899  0.0851
H: 0.165 3.487 -1.404  0.1289

Results
Total charge   +1
Gap between HOMO and LUMO   8.45 eV
Spin multiplicity   1



2.
ORCA calculation (ωB97M-V/def2-TZVPD) on C26H34F9N3O8S2 as an isolated structure.

Last column: Löwdin charge in e.
Geometry (Å):
C: 2.404 0.911 4.636  -0.0644
C: 1.547 2.108 4.290  -0.2144
O: 2.126 2.942 3.273  -0.0193
C: 1.775 2.621 1.996  -0.4600
O: 2.127 1.601 1.459  0.1227
C: 0.985 3.702 1.309  -0.0796
C: 0.091 3.207 0.176  -0.1702
C: -0.775 1.994 0.526  -0.1351
C: -1.651 2.177 1.742  -0.1494
C: -2.347 3.426 1.876  -0.0550
C: -3.103 3.756 2.945  -0.5561
S: -3.955 5.310 3.069  0.7992
C: -3.222 2.793 3.982  -0.3867
N: -3.896 2.911 5.129  -0.2343
S: -3.696 1.532 5.913  1.0186
N: -2.777 0.726 4.889  -0.2310
C: -2.569 1.527 3.836  -0.3028
C: -1.780 1.202 2.695  -0.1242
C: -1.139 -0.164 2.653  -0.1120
C: -1.312 -0.945 1.345  -0.2701
N: -1.630 -2.358 1.620  0.0165
H: 3.376 1.234 5.002  0.0802
H: 1.916 0.356 5.440  0.0819
H: 2.528 0.245 3.786  0.0701
H: 0.552 1.783 3.971  0.1003
H: 1.398 2.733 5.168  0.1241
H: 1.735 4.386 0.897  0.1367
H: 0.440 4.283 2.051  0.1222
H: -0.551 4.037 -0.125  0.1043
H: 0.690 2.961 -0.700  0.1179
H: -0.112 1.145 0.666  0.0860
H: -1.388 1.764 -0.350  0.1292
H: -2.260 4.159 1.086  0.1098
H: -2.865 6.082 3.059  -0.1335
H: -0.073 -0.050 2.873  0.1105
H: -1.583 -0.760 3.447  0.1025
H: -0.376 -0.877 0.785  0.0842
H: -2.071 -0.507 0.696  0.0896
H: -1.841 -2.785 0.724  0.0493
H: -0.759 -2.801 1.897  0.0672
C: 3.668 0.300 -1.111  -0.0640
C: 4.550 1.512 -1.279  -0.1833
O: 5.692 1.226 -2.122  0.0370
C: 5.477 1.270 -3.424  -0.4092
O: 4.459 1.534 -3.990  0.1699
C: 6.793 0.967 -4.174  -0.5539
F: 7.426 -0.082 -3.644  0.1680
F: 7.606 2.030 -4.099  0.1653
F: 6.548 0.713 -5.453  0.1739
H: 4.251 -0.537 -0.722  0.0922
H: 2.859 0.513 -0.416  0.0543
H: 3.240 -0.006 -2.063  0.0692
H: 4.979 1.822 -0.329  0.1263
H: 4.003 2.357 -1.697  0.1239
C: -0.308 -6.471 -3.112  -0.0525
C: 0.585 -5.383 -3.663  -0.1813
O: 0.523 -4.198 -2.841  0.0239
C: 1.227 -4.167 -1.730  -0.4038
O: 1.942 -5.005 -1.271  0.1808
C: 0.983 -2.800 -1.059  -0.5286
F: -0.315 -2.465 -1.101  0.1471
F: 1.663 -1.828 -1.676  0.1697
F: 1.372 -2.823 0.214  0.1690
H: -1.317 -6.085 -2.969  0.0686
H: -0.348 -7.304 -3.814  0.0849
H: 0.054 -6.842 -2.154  0.0818
H: 0.232 -5.039 -4.632  0.1245
H: 1.617 -5.714 -3.770  0.1281
C: -5.048 0.618 -1.897  -0.0525
C: -4.481 -0.529 -1.092  -0.1853
O: -4.253 -1.690 -1.922  0.0382
C: -3.134 -1.691 -2.625  -0.4086
O: -2.290 -0.846 -2.657  0.1675
C: -3.011 -3.025 -3.393  -0.5496
F: -4.154 -3.362 -3.992  0.1747
F: -2.687 -3.992 -2.522  0.1584
F: -2.056 -2.949 -4.311  0.1777
H: -5.960 0.311 -2.408  0.0849
H: -5.282 1.452 -1.235  0.0838
H: -4.335 0.962 -2.645  0.0792
H: -5.184 -0.867 -0.335  0.1309
H: -3.549 -0.255 -0.599  0.0939

Results
Gap between HOMO and LUMO   8.13 eV
Spin multiplicity   1



3.
ORCA calculation (ωB97M-V/def2-TZVPD) on one molecule with the formula C26H34N4OS2.

Last column: natural (NBO) charge in e.
Geometry (Å):
S: -6.568 2.569 0.840  -0.2762
C: -5.475 1.578 0.092  0.3020
N: -4.522 2.156 -0.696  -0.5981
C: -3.384 1.609 -1.285  0.1094
C: -2.914 2.174 -2.472  -0.2192
C: -1.777 1.691 -3.081  -0.2196
C: -1.078 0.626 -2.519  0.2736
O: -0.002 0.146 -3.217  -0.4759
C: 1.070 -0.396 -2.558  0.2544
C: 1.762 -1.418 -3.202  -0.2175
C: 2.894 -1.956 -2.630  -0.2226
C: 3.366 -1.489 -1.401  0.1300
N: 4.499 -2.089 -0.855  -0.6005
C: 5.458 -1.581 -0.028  0.3024
S: 6.545 -2.636 0.636  -0.2764
N: 5.478 -0.255 0.193  -0.5993
C: 6.504 0.405 0.973  -0.0579
C: 7.681 0.836 0.093  -0.4093
C: 8.743 1.532 0.939  -0.3973
C: 8.147 2.736 1.661  -0.3961
C: 6.972 2.306 2.533  -0.3947
C: 5.905 1.612 1.690  -0.4020
C: 2.655 -0.480 -0.752  -0.2594
C: 1.526 0.069 -1.329  -0.2159
C: -1.533 0.064 -1.331  -0.2813
C: -2.667 0.558 -0.715  -0.1965
N: -5.485 0.238 0.208  -0.5996
C: -6.501 -0.489 0.940  -0.0577
C: -7.685 -0.853 0.041  -0.4094
C: -8.733 -1.622 0.837  -0.3973
C: -8.124 -2.878 1.453  -0.3961
C: -6.942 -2.514 2.345  -0.3947
C: -5.888 -1.747 1.551  -0.4020
H: -4.695 3.136 -0.877  0.4234
H: -3.449 3.003 -2.912  0.2188
H: -1.416 2.123 -4.001  0.2290
H: 1.400 -1.774 -4.153  0.2291
H: 3.425 -2.751 -3.133  0.2188
H: 4.664 -3.053 -1.113  0.4232
H: 4.952 0.333 -0.439  0.3983
H: 6.857 -0.327 1.706  0.2389
H: 8.105 -0.045 -0.393  0.2282
H: 7.322 1.516 -0.684  0.1888
H: 9.570 1.849 0.301  0.2105
H: 9.135 0.825 1.672  0.2006
H: 8.910 3.214 2.278  0.2094
H: 7.805 3.469 0.926  0.1916
H: 6.538 3.175 3.032  0.2098
H: 7.325 1.618 3.303  0.1992
H: 5.077 1.289 2.324  0.2135
H: 5.512 2.314 0.949  0.1885
H: 2.962 -0.142 0.226  0.2277
H: 0.996 0.861 -0.821  0.2245
H: -0.998 -0.762 -0.886  0.2313
H: -2.972 0.142 0.233  0.2209
H: -4.958 -0.295 -0.471  0.3984
H: -6.850 0.179 1.735  0.2386
H: -8.118 0.061 -0.368  0.2284
H: -7.330 -1.466 -0.793  0.1888
H: -9.566 -1.891 0.185  0.2105
H: -9.122 -0.980 1.630  0.2005
H: -8.879 -3.409 2.037  0.2094
H: -7.787 -3.547 0.657  0.1916
H: -6.499 -3.418 2.768  0.2098
H: -7.291 -1.892 3.173  0.1991
H: -5.055 -1.472 2.201  0.2134
H: -5.499 -2.384 0.751  0.1886

Results
Gap between HOMO and LUMO   8.38 eV
Structure (SMILES)   S=C(Nc1ccc(Oc2ccc(NC(=S)NC3CCCCC3)cc2)cc1)NC1CCCCC1
Spin multiplicity   1



4.
ORCA calculation (ωB97M-V/def2-TZVPD) on one molecule with the formula C26H34N6O3 in a non-equilibrium geometry.

Last column: natural (NBO) charge in e.
Geometry (Å):
C: 5.263 0.430 -2.111  -0.6280
C: 5.221 1.731 -1.331  -0.0685
O: 4.064 1.722 -0.490  -0.5255
C: 3.772 2.865 0.135  0.8111
O: 4.469 3.846 0.092  -0.5965
C: 2.437 2.786 0.848  -0.3119
C: 2.329 1.551 1.743  -0.4115
C: 0.917 1.477 2.332  -0.2043
N: -0.129 1.410 1.335  -0.4538
C: -0.445 0.100 0.803  -0.1247
C: -1.926 -0.040 0.512  -0.0423
C: -2.842 0.927 0.727  -0.1273
C: -4.215 0.740 0.385  -0.1577
C: -5.194 1.724 0.571  -0.1378
C: -6.495 1.495 0.199  -0.2453
C: -6.877 0.275 -0.375  0.0232
C: -8.302 0.059 -0.776  -0.6291
C: -5.924 -0.705 -0.562  -0.2695
C: -4.597 -0.487 -0.187  0.2784
N: -3.645 -1.456 -0.352  -0.5726
C: -2.318 -1.338 -0.023  0.6304
O: -1.563 -2.289 -0.164  -0.6521
C: 0.276 -0.281 -0.454  0.3577
N: 0.016 0.211 -1.647  -0.3357
N: 0.880 -0.350 -2.481  -0.0667
N: 1.645 -1.157 -1.874  -0.0774
N: 1.308 -1.150 -0.582  -0.1947
C: 1.938 -2.038 0.360  -0.0310
C: 3.456 -1.989 0.189  -0.4073
C: 4.121 -2.939 1.179  -0.3982
C: 3.611 -4.363 0.982  -0.3971
C: 2.092 -4.412 1.130  -0.3982
C: 1.429 -3.464 0.139  -0.4122
C: -0.047 2.513 0.396  -0.2343
C: 1.339 2.738 -0.223  -0.4102
H: 6.042 0.486 -2.866  0.2169
H: 4.307 0.258 -2.599  0.2298
H: 5.472 -0.406 -1.450  0.2057
H: 6.112 1.857 -0.705  0.1848
H: 5.153 2.595 -2.001  0.1916
H: 2.326 3.692 1.452  0.2197
H: 2.531 0.661 1.147  0.2056
H: 3.064 1.601 2.549  0.2149
H: 0.735 2.382 2.924  0.1927
H: 0.825 0.618 3.001  0.1992
H: -0.199 -0.645 1.571  0.2349
H: -2.542 1.866 1.164  0.2307
H: -4.906 2.667 1.010  0.2137
H: -7.242 2.261 0.346  0.2132
H: -8.597 0.792 -1.526  0.2248
H: -8.448 -0.936 -1.187  0.2156
H: -8.959 0.183 0.083  0.2235
H: -6.198 -1.654 -1.003  0.2062
H: -3.922 -2.346 -0.750  0.4147
H: 1.666 -1.703 1.369  0.2036
H: 3.695 -2.284 -0.834  0.2226
H: 3.819 -0.970 0.339  0.2183
H: 5.204 -2.909 1.044  0.2123
H: 3.904 -2.613 2.200  0.1911
H: 4.078 -5.029 1.710  0.2075
H: 3.887 -4.710 -0.016  0.1968
H: 1.733 -5.428 0.957  0.2142
H: 1.816 -4.129 2.149  0.1905
H: 1.672 -3.761 -0.883  0.2100
H: 0.343 -3.481 0.245  0.2504
H: -0.339 3.418 0.943  0.1899
H: -0.762 2.337 -0.409  0.2325
H: 1.567 1.939 -0.927  0.2222
H: 1.325 3.675 -0.782  0.2202

Results
ΔE to the lowest compared entry with this formula, charge and spin   0.00 kcal/mol
Gap between HOMO and LUMO   8.75 eV
Structure (SMILES)   CCOC(=O)C1CCN([C@@H](c2cc3ccc(C)cc3[nH]c2=O)c2nnnn2C2CCCCC2)CC1
Spin multiplicity   1